Here is the ion C5H9N with charge -1 from the OMol25 dataset. Energies are from wB97M-V/def2-TZVPD.

Cartesian coordinates (Å):
C: -0.932 -0.051 0.010
C: -1.868 0.380 -0.815
N: -2.924 -0.562 -1.169
C: 0.357 0.603 0.260
C: 1.429 -0.654 0.426
C: 2.740 -0.248 1.067
H: -1.039 -0.845 0.668
H: -1.868 1.323 -1.301
H: -2.543 -1.378 -1.699
H: -3.498 -0.736 -0.405
H: 0.718 1.300 -0.451
H: 0.241 1.124 1.276
H: 2.280 -0.110 -0.396
H: 3.709 -0.840 1.095
H: 3.200 0.692 1.434

ΔE to the lowest compared entry with this formula, charge and spin in kJ/mol: 415.6
Spin multiplicity: 2
Calculated total energy in Ha: -250.4255
Net charge: -1
Gap between HOMO and LUMO (spin up / spin down) in eV: 4.483 / 6.517